Entry 1:
{"formula": "C3H7NO3", "method": "the ωB97M-V functional and the def2-TZVPD basis", "species": ["H", "H", "N", "C", "H", "O", "H", "H", "H", "O", "O", "C", "H", "C"], "positions_angstrom": [[2.004420, -1.365388, -1.198133], [-2.513471, -1.449722, 0.548131], [-0.866332, -1.345104, 0.045433], [0.129243, -0.592098, -0.358591], [2.242107, 0.941324, -0.170463], [2.273859, 0.083867, 0.372499], [-0.994536, 1.188178, 1.087924], [1.727527, -1.890244, 0.406031], [-0.602104, 2.581204, 0.076266], [0.128880, 0.768704, -0.391596], [-2.171961, -0.754578, 0.038369], [-0.937801, 1.474294, 0.016135], [-1.978069, 1.344804, -0.347293], [1.558241, -0.985242, -0.124715]], "forces_ev_per_angstrom": [[-0.894, 1.112, 1.948], [-1.762, -1.247, 1.002], [2.145, 1.021, -1.543], [-2.359, 0.373, 3.516], [-0.377, -2.445, 0.928], [1.306, 1.579, 0.126], [-0.659, 0.492, -0.132], [-0.326, -0.316, 1.205], [-0.712, -1.685, -0.615], [1.164, -2.003, -3.699], [1.757, 0.287, -0.905], [-1.736, 3.426, 3.751], [1.202, 0.047, -0.652], [1.250, -0.640, -4.930]], "mulliken_charge": [0.175, 0.362, -0.531, 0.630, 0.353, -0.531, 0.374, 0.372, 0.219, -0.303, -0.315, -0.780, 0.290, -0.315], "mol_weight_g_mol": 105.093, "e_above_lowest_kcal_mol": 124.9, "orbital_gap_ev": 10.04, "total_charge": 0, "smiles": "CO/C(CO)=N\\O", "fmax_ev_per_a": 5.37, "e_homo_ev": -9.24}

Entry 2:
{"formula": "C3H7NO3", "method": "the ωB97M-V functional and the def2-TZVPD basis", "species": ["O", "C", "C", "H", "H", "H", "N", "O", "H", "H", "H", "C", "O", "H"], "positions_angstrom": [[-1.481352, -1.474839, -0.551737], [-0.962971, 0.772551, -0.419384], [-0.097100, 2.027736, -0.348633], [0.728248, -2.949556, -0.873292], [0.491046, 2.142500, -1.168734], [0.602483, 2.230436, 0.521196], [-0.469351, -0.535669, -0.041642], [-2.138149, 0.884530, -0.768092], [-0.811134, 2.855753, -0.267216], [-2.055539, -0.986838, -1.129771], [1.390214, -0.829708, 0.805249], [0.765733, -1.525052, 0.389371], [1.362895, -2.205884, -0.631575], [0.423237, -2.216388, 1.268287]], "forces_ev_per_angstrom": [[1.940, -1.039, 1.637], [0.729, -0.744, 1.200], [-1.112, 0.277, 3.690], [1.227, 1.363, 0.227], [1.489, 0.188, -2.705], [-0.830, -1.078, -0.657], [-1.731, -1.318, -1.505], [1.482, -0.320, -0.085], [0.135, -0.208, -0.376], [-0.500, 1.014, -0.372], [2.034, 1.607, 0.826], [-2.995, 0.171, 0.412], [-1.702, -1.240, -0.410], [-0.166, 1.327, -1.883]], "mulliken_charge": [-0.470, 0.619, -1.019, 0.371, 0.308, 0.296, 0.103, -0.624, 0.300, 0.316, 0.386, -0.339, -0.491, 0.243], "mol_weight_g_mol": 105.093, "e_above_lowest_kcal_mol": 101.3, "orbital_gap_ev": 9.82, "total_charge": 0, "smiles": "CC(=O)N(O)CO", "fmax_ev_per_a": 3.86, "e_homo_ev": -9.08}

Entry 3:
{"formula": "C3H7NO3", "method": "the ωB97M-V functional and the def2-TZVPD basis", "species": ["C", "O", "C", "O", "H", "H", "H", "O", "H", "C", "N", "H", "H", "H"], "positions_angstrom": [[-1.337350, -1.702149, -0.290707], [-2.047051, 2.074895, 1.178710], [-1.332501, 2.104465, 0.287968], [1.175516, -0.070887, -1.018293], [-2.288214, -1.451633, -0.776810], [-1.559325, -0.625588, 1.284648], [1.608035, 0.906387, 0.763484], [-0.622127, 2.145882, -0.606967], [1.155932, 0.766602, -1.497313], [1.965962, 0.085345, 0.134028], [-0.931999, -1.267388, 0.807592], [-0.686150, -2.388430, -0.835132], [1.882339, -0.843159, 0.689066], [3.016933, 0.265658, -0.120275]], "forces_ev_per_angstrom": [[-0.189, -0.287, -0.716], [-1.210, -0.132, 1.534], [0.169, 0.035, -0.222], [-0.071, 0.158, -0.647], [0.026, 0.054, 0.135], [-0.331, -0.016, -0.178], [0.023, -0.023, 0.069], [1.015, 0.191, -1.342], [-0.009, -0.203, 0.122], [0.206, 0.036, 0.107], [0.472, 0.142, 0.955], [-0.103, 0.058, -0.031], [0.032, -0.003, 0.132], [-0.030, -0.010, 0.081]], "mulliken_charge": [-0.232, -0.367, 0.705, -0.449, 0.244, 0.222, 0.208, -0.352, 0.282, -0.562, -0.481, 0.241, 0.241, 0.299], "mol_weight_g_mol": 105.093, "e_above_lowest_kcal_mol": 44.9, "orbital_gap_ev": 10.37, "total_charge": 0, "smiles": "O=C=O.C=N.CO", "fmax_ev_per_a": 1.96, "e_homo_ev": -9.87}